[1]
C38H49BrN4O4RuS3Si | ωB97M-V/def2-TZVPD

Properties
orbital gap (alpha / beta)	0.2908 / 0.2068	hartree
DFT total energy	-167353.1580	eV
charge	+1
2S+1	6
E_HOMO (alpha / beta)	-10.50 / -10.39	eV
energy relative to the best compared isomer or geometry (same formula, charge and spin)	21.56	kcal/mol

CARTESIAN COORDINATES (ANGSTROEM)
Ru: -1.617 0.608 0.197
S: -1.034 3.314 0.228
C: -2.733 3.328 0.230
N: -3.403 2.209 0.270
C: -4.773 2.404 0.268
C: -5.764 1.422 0.305
C: -7.087 1.813 0.303
C: -7.445 3.163 0.263
C: -6.478 4.149 0.227
C: -5.145 3.760 0.229
S: -3.721 4.764 0.189
H: -5.471 0.385 0.343
H: -7.866 1.063 0.335
H: -8.490 3.442 0.264
H: -6.748 5.196 0.198
O: -3.505 -0.763 0.501
C: -3.756 -1.950 0.276
C: -2.822 -2.985 -0.030
C: -3.233 -4.316 0.104
C: -2.323 -5.331 -0.022
C: -0.974 -5.054 -0.312
C: -0.561 -3.769 -0.501
C: -1.468 -2.669 -0.390
O: -1.063 -1.483 -0.626
N: -2.746 -6.707 0.197
O: -3.941 -6.925 0.290
O: -1.879 -7.560 0.245
H: -4.805 -2.281 0.355
H: -4.262 -4.554 0.342
H: -0.285 -5.884 -0.391
H: 0.468 -3.536 -0.743
S: -2.016 1.487 5.033
C: -2.016 1.774 3.339
N: -1.691 0.770 2.595
C: -1.390 -0.354 3.354
C: -0.970 -1.592 2.867
C: -0.718 -2.603 3.768
C: -0.872 -2.399 5.144
C: -1.267 -1.175 5.644
C: -1.521 -0.152 4.736
H: -2.273 2.753 2.958
H: -0.840 -1.730 1.802
H: -0.391 -3.573 3.415
H: -0.677 -3.214 5.827
H: -1.377 -1.006 6.707
C: -2.000 -0.757 -4.966
C: -1.680 0.706 -4.622
C: -0.231 1.061 -4.999
C: -2.670 1.655 -5.314
C: -1.809 0.875 -3.180
N: -1.905 1.031 -2.049
H: -1.916 -0.897 -6.043
H: -3.016 -1.011 -4.664
H: -1.311 -1.439 -4.469
H: -0.118 1.003 -6.081
H: 0.473 0.368 -4.538
H: 0.015 2.074 -4.680
H: -2.570 1.547 -6.393
H: -2.468 2.694 -5.051
H: -3.697 1.417 -5.037
C: 5.237 2.667 -0.387
C: 3.769 2.494 0.040
C: 3.534 3.274 1.342
C: 2.854 3.110 -1.031
Si: 3.427 0.621 0.302
Br: 0.977 0.532 0.441
C: 3.870 -0.106 2.030
C: 3.621 -1.622 2.061
C: 3.036 0.512 3.165
C: 5.359 0.166 2.302
C: 3.774 -0.522 -1.210
C: 3.488 0.213 -2.528
C: 2.905 -1.791 -1.199
C: 5.257 -0.929 -1.180
H: 5.458 3.732 -0.483
H: 5.440 2.199 -1.352
H: 5.929 2.246 0.346
H: 3.681 4.340 1.147
H: 4.234 2.986 2.127
H: 2.512 3.142 1.705
H: 3.065 4.180 -1.097
H: 1.800 2.998 -0.769
H: 3.015 2.682 -2.019
H: 2.588 -1.860 1.799
H: 3.801 -1.991 3.074
H: 4.292 -2.163 1.392
H: 1.976 0.285 3.049
H: 3.152 1.592 3.234
H: 3.365 0.080 4.114
H: 6.002 -0.245 1.520
H: 5.643 -0.300 3.248
H: 5.566 1.235 2.384
H: 2.456 0.570 -2.568
H: 3.636 -0.481 -3.360
H: 4.161 1.056 -2.685
H: 1.841 -1.547 -1.216
H: 3.103 -2.421 -0.333
H: 3.129 -2.377 -2.095
H: 5.921 -0.061 -1.188
H: 5.483 -1.530 -2.064
H: 5.496 -1.530 -0.301

[2]
C38H49BrN6O3RhTe | ωB97M-V/def2-TZVPD

Properties
orbital gap (alpha / beta)	0.2776 / 0.2618	hartree
DFT total energy	-135616.0333	eV
charge	+2
2S+1	2
E_HOMO (alpha / beta)	-12.64 / -12.65	eV
energy relative to the best compared isomer or geometry (same formula, charge and spin)	0.00	kcal/mol

CARTESIAN COORDINATES (ANGSTROEM)
Rh: 0.680 -2.608 0.639
N: 1.853 -2.069 2.271
C: 2.165 -3.271 3.084
C: 0.931 -4.149 3.134
N: 0.388 -4.385 1.772
C: 0.912 -5.582 1.065
C: 2.152 -5.270 0.249
N: 1.854 -4.142 -0.660
H: 2.699 -1.566 2.021
H: 1.293 -1.407 2.811
H: 2.484 -3.002 4.092
H: 2.995 -3.786 2.604
H: 0.152 -3.640 3.706
H: 1.151 -5.091 3.642
H: -0.617 -4.506 1.850
H: 0.121 -5.917 0.390
H: 1.109 -6.394 1.768
H: 2.462 -6.167 -0.291
H: 2.985 -4.977 0.887
H: 1.245 -4.478 -1.402
H: 2.701 -3.825 -1.120
C: -3.473 -4.120 2.183
O: -2.580 -3.704 1.149
C: -3.084 -2.824 0.234
C: -4.370 -2.311 0.283
C: -4.792 -1.428 -0.705
Br: -6.547 -0.752 -0.624
C: -3.957 -1.041 -1.729
C: -2.651 -1.529 -1.774
C: -2.237 -2.434 -0.804
O: -0.948 -2.970 -0.829
C: -1.786 -1.072 -2.876
N: -2.249 -0.609 -3.994
C: -1.135 -0.263 -4.746
C: -1.063 0.279 -6.028
C: 0.190 0.541 -6.541
C: 1.356 0.271 -5.805
C: 1.301 -0.273 -4.536
C: 0.033 -0.533 -4.028
N: -0.397 -1.078 -2.823
H: -3.817 -3.268 2.772
H: -2.911 -4.796 2.824
H: -4.329 -4.655 1.771
H: -5.057 -2.594 1.065
H: -4.286 -0.361 -2.502
H: -0.665 -2.992 -1.755
H: -1.964 0.480 -6.592
H: 0.285 0.959 -7.534
H: 2.318 0.490 -6.247
H: 2.203 -0.483 -3.976
H: 0.142 -1.089 -1.967
C: 3.180 -0.601 -1.129
C: 1.787 -0.183 -0.775
O: 1.536 1.116 -1.155
N: 0.858 -0.796 -0.194
Te: -0.250 1.537 -0.418
C: -0.157 3.610 -0.837
C: -1.115 4.335 -0.115
C: -2.096 3.698 0.839
C: -1.175 5.713 -0.283
C: -0.330 6.376 -1.159
C: -0.394 7.864 -1.336
C: 0.567 5.615 -1.903
C: 0.672 4.236 -1.778
C: 1.653 3.523 -2.669
C: 0.277 1.538 1.615
C: -0.474 0.684 2.435
C: -1.655 -0.102 1.931
C: -0.120 0.579 3.775
C: 0.941 1.302 4.312
C: 1.292 1.209 5.769
C: 1.662 2.136 3.466
C: 1.357 2.281 2.116
C: 2.191 3.234 1.300
H: 3.896 0.120 -0.734
H: 3.310 -0.617 -2.212
H: 3.394 -1.586 -0.720
H: -2.506 2.752 0.464
H: -2.956 4.352 0.977
H: -1.657 3.514 1.821
H: -1.913 6.275 0.277
H: -1.158 8.309 -0.702
H: -0.618 8.120 -2.372
H: 0.564 8.322 -1.088
H: 1.204 6.114 -2.624
H: 1.995 4.202 -3.448
H: 1.206 2.658 -3.158
H: 2.527 3.178 -2.117
H: -1.419 -0.649 1.015
H: -2.511 0.543 1.721
H: -1.977 -0.825 2.679
H: -0.708 -0.061 4.424
H: 0.688 0.462 6.280
H: 1.126 2.168 6.261
H: 2.344 0.958 5.904
H: 2.492 2.706 3.870
H: 3.122 3.449 1.821
H: 1.666 4.180 1.153
H: 2.436 2.841 0.316

[3]
C38H49IrNO2PS2 | ωB97M-V/def2-TZVPD

Properties
orbital gap (alpha / beta)	0.2949 / 0.2212	hartree
DFT total energy	-79569.6949	eV
charge	+2
2S+1	5
E_HOMO (alpha / beta)	-12.48 / -13.46	eV

CARTESIAN COORDINATES (ANGSTROEM)
Ir: 0.136 -0.402 0.234
O: -0.845 -2.287 -0.171
S: -1.200 -3.644 -0.768
C: -0.521 -3.674 -2.455
C: 0.946 -4.030 -2.647
C: 1.935 -3.107 -1.941
C: 2.053 -1.735 -2.591
S: 3.086 -0.697 -1.548
O: 2.195 -0.411 -0.325
C: 3.183 0.767 -2.526
C: 2.061 1.520 -2.850
C: 2.229 2.638 -3.648
C: 3.494 2.987 -4.111
C: 4.604 2.227 -3.777
C: 4.454 1.109 -2.970
C: -0.197 -4.842 0.077
C: 0.686 -4.445 1.068
C: 1.412 -5.418 1.741
C: 1.244 -6.758 1.422
C: 0.343 -7.139 0.436
C: -0.394 -6.180 -0.239
H: -0.773 -2.671 -2.812
H: -1.168 -4.369 -2.992
H: 1.133 -4.029 -3.725
H: 1.117 -5.054 -2.313
H: 2.919 -3.580 -1.933
H: 1.646 -2.984 -0.896
H: 1.097 -1.209 -2.689
H: 2.532 -1.774 -3.571
H: 1.075 1.244 -2.493
H: 1.371 3.236 -3.917
H: 3.612 3.861 -4.736
H: 5.585 2.506 -4.134
H: 5.313 0.516 -2.683
H: 0.798 -3.395 1.310
H: 2.106 -5.129 2.518
H: 1.811 -7.511 1.951
H: 0.205 -8.185 0.201
H: -1.116 -6.476 -0.991
C: -2.004 -1.571 3.253
C: -0.584 -1.171 3.652
C: -0.460 -0.866 5.144
P: 0.029 0.132 2.511
C: 1.549 0.877 3.201
C: 1.990 2.059 2.342
C: 2.639 -0.194 3.284
C: -1.210 1.461 2.419
C: -1.703 2.097 3.536
C: -2.673 3.108 3.461
C: -3.196 3.774 4.689
C: -3.153 3.477 2.190
C: -2.672 2.894 1.054
C: -1.671 1.875 1.119
N: -1.173 1.321 0.008
C: -1.463 1.900 -1.260
C: -0.889 3.133 -1.591
C: 0.054 3.846 -0.658
C: -1.190 3.681 -2.831
C: -2.018 3.039 -3.745
C: -2.300 3.643 -5.090
C: -2.567 1.814 -3.380
C: -2.313 1.231 -2.147
C: -3.035 -0.023 -1.744
H: -2.296 -2.469 3.797
H: -2.080 -1.785 2.185
H: -2.721 -0.786 3.497
H: 0.080 -2.011 3.415
H: -1.077 -0.021 5.447
H: 0.567 -0.669 5.447
H: -0.809 -1.731 5.709
H: 1.300 1.232 4.207
H: 2.181 1.743 1.313
H: 2.921 2.468 2.735
H: 1.249 2.860 2.334
H: 2.898 -0.549 2.285
H: 2.340 -1.050 3.890
H: 3.535 0.232 3.735
H: -1.333 1.824 4.516
H: -2.724 3.392 5.591
H: -4.275 3.623 4.771
H: -3.031 4.852 4.639
H: -3.919 4.239 2.117
H: -3.051 3.184 0.084
H: 0.836 3.175 -0.295
H: -0.457 4.255 0.216
H: 0.534 4.676 -1.171
H: -0.766 4.645 -3.088
H: -2.206 4.727 -5.065
H: -3.302 3.392 -5.433
H: -1.595 3.266 -5.833
H: -3.239 1.310 -4.065
H: -3.486 -0.500 -2.613
H: -3.841 0.209 -1.043
H: -2.386 -0.743 -1.247

[4]
C38H49N7O4 | ωB97M-V/def2-TZVPD

Properties
orbital gap	0.2568	hartree
DFT total energy	-58819.0677	eV
E_HOMO	-8.10	eV
energy relative to the best compared isomer or geometry (same formula, charge and spin)	0.00	kcal/mol

CARTESIAN COORDINATES (ANGSTROEM)
C: 0.425 -3.834 1.262
C: 0.499 -3.281 -0.162
C: -0.307 -1.986 -0.310
C: 0.214 -4.348 -1.219
C: 0.475 -3.828 -2.634
C: -1.150 -5.049 -1.066
O: -2.101 -4.340 -0.257
C: -3.017 -3.575 -0.849
C: -3.958 -2.929 -0.158
C: -4.766 -2.170 -1.131
O: -5.756 -1.511 -0.929
O: -4.200 -2.342 -2.377
C: -3.172 -3.256 -2.310
O: -2.587 -3.654 -3.290
H: -0.595 -3.730 1.615
H: 1.039 -3.255 1.938
H: 0.662 -4.889 1.302
H: 1.539 -3.001 -0.314
H: -0.956 -1.811 0.542
H: 0.337 -1.122 -0.404
H: -0.936 -1.985 -1.191
H: 0.963 -5.119 -1.064
H: 0.068 -2.842 -2.798
H: 1.550 -3.802 -2.775
H: 0.100 -4.533 -3.362
H: -0.988 -5.987 -0.552
H: -1.552 -5.301 -2.037
H: -4.072 -2.967 0.905
C: -0.218 2.088 -1.662
C: -0.168 3.148 -0.717
C: 1.119 3.231 -0.260
N: 1.849 2.260 -0.890
C: 1.042 1.561 -1.749
H: -1.079 1.754 -2.215
H: -0.985 3.779 -0.410
H: 1.576 3.892 0.456
H: 2.824 2.089 -0.741
H: 1.429 0.753 -2.346
C: 6.310 -4.497 -3.834
C: 5.142 -5.306 -3.923
C: 4.520 -5.253 -2.705
N: 5.269 -4.459 -1.882
C: 6.356 -3.989 -2.564
H: 7.025 -4.304 -4.615
H: 4.795 -5.850 -4.784
H: 3.611 -5.709 -2.352
H: 5.051 -4.244 -0.927
H: 7.063 -3.334 -2.087
C: 6.963 0.862 -1.018
C: 7.078 -0.393 -1.675
C: 5.832 -0.733 -2.132
N: 4.969 0.264 -1.773
C: 5.651 1.245 -1.097
H: 7.754 1.420 -0.547
H: 7.975 -0.975 -1.799
H: 5.482 -1.591 -2.677
H: 3.987 0.270 -1.976
H: 5.147 2.124 -0.730
C: -5.488 1.322 2.554
C: -4.504 1.308 3.581
C: -3.461 0.541 3.137
N: -3.780 0.089 1.883
C: -5.016 0.559 1.521
H: -6.435 1.836 2.575
H: -4.557 1.806 4.535
H: -2.525 0.281 3.600
H: -3.196 -0.494 1.315
H: -5.441 0.318 0.565
C: 6.876 2.962 -6.105
C: 7.524 3.891 -5.249
C: 7.193 3.558 -3.961
N: 6.371 2.468 -4.007
C: 6.174 2.097 -5.307
H: 6.921 2.931 -7.180
H: 8.160 4.709 -5.543
H: 7.472 4.001 -3.021
H: 5.974 2.010 -3.200
H: 5.555 1.251 -5.553
C: -4.968 6.608 4.186
C: -4.828 5.193 4.200
C: -4.374 4.812 2.968
N: -4.232 5.941 2.211
C: -4.590 7.041 2.944
H: -5.305 7.236 4.994
H: -5.040 4.527 5.019
H: -4.142 3.839 2.571
H: -3.917 5.959 1.260
H: -4.546 8.029 2.521
C: -7.950 1.495 6.724
C: -6.810 0.798 7.209
C: -5.828 1.725 7.430
N: -6.330 2.954 7.095
C: -7.622 2.823 6.665
H: -8.900 1.070 6.448
H: -6.722 -0.262 7.375
H: -4.821 1.618 7.792
H: -5.826 3.818 7.153
H: -8.193 3.681 6.355

[5]
C38H50BrIN4O2Re | ωB97M-V/def2-TZVPD

Properties
orbital gap (alpha / beta)	0.2307 / 0.2270	hartree
DFT total energy	-130531.4061	eV
charge	+2
2S+1	4
E_HOMO (alpha / beta)	-12.01 / -13.17	eV

CARTESIAN COORDINATES (ANGSTROEM)
Re: -0.031 0.221 0.290
C: 3.500 -4.530 -0.114
C: 3.039 -3.345 -0.968
C: 3.364 -3.602 -2.448
C: 3.652 -2.019 -0.514
C: 5.024 -1.854 -0.674
C: 5.643 -0.635 -0.468
C: 4.869 0.467 -0.153
C: 3.501 0.348 0.040
C: 2.742 1.623 0.346
C: 2.815 2.621 -0.808
C: 3.164 2.257 1.668
C: 2.908 -0.915 -0.056
N: 1.536 -1.090 0.279
C: 1.112 -2.225 0.868
C: -0.236 -2.456 0.962
N: -1.113 -1.535 0.493
C: -2.457 -2.010 0.253
C: -2.570 -3.262 -0.396
C: -3.792 -3.924 -0.360
C: -4.906 -3.338 0.211
C: -4.817 -2.035 0.668
C: -3.613 -1.338 0.684
C: -3.667 0.098 1.169
C: -3.046 1.060 0.170
C: -3.164 0.290 2.603
C: -1.466 -3.847 -1.284
C: -1.909 -3.754 -2.753
C: -1.102 -5.290 -0.926
H: 3.025 -5.453 -0.454
H: 3.272 -4.400 0.948
H: 4.582 -4.663 -0.197
H: 1.952 -3.281 -0.909
H: 4.425 -3.819 -2.596
H: 3.106 -2.739 -3.067
H: 2.798 -4.465 -2.809
H: 5.618 -2.701 -1.000
H: 6.714 -0.534 -0.592
H: 5.341 1.439 -0.060
H: 1.643 1.393 0.434
H: 3.844 2.957 -0.942
H: 2.198 3.498 -0.596
H: 2.483 2.173 -1.747
H: 4.178 2.649 1.566
H: 3.164 1.523 2.472
H: 2.511 3.089 1.933
H: 1.825 -2.895 1.333
H: -0.614 -3.365 1.412
H: -3.879 -4.903 -0.820
H: -5.850 -3.868 0.254
H: -5.710 -1.533 1.027
H: -4.726 0.361 1.175
H: -1.943 1.049 0.175
H: -3.291 2.097 0.396
H: -3.338 0.826 -0.854
H: -2.083 0.169 2.668
H: -3.635 -0.441 3.264
H: -3.411 1.291 2.970
H: -0.568 -3.243 -1.195
H: -2.819 -4.334 -2.922
H: -1.131 -4.150 -3.410
H: -2.113 -2.719 -3.040
H: -1.908 -5.978 -1.193
H: -0.900 -5.416 0.142
H: -0.213 -5.604 -1.480
O: 2.064 -0.535 3.227
C: 0.921 -0.105 3.330
O: 0.111 0.260 2.400
C: 0.320 0.016 4.734
N: 1.445 -0.301 5.693
C: 1.021 -1.449 6.572
C: 0.029 -2.199 5.697
C: -0.740 -1.073 4.990
H: -0.056 1.024 4.885
H: 1.771 0.505 6.220
H: 2.188 -0.579 5.031
H: 0.536 -1.041 7.456
H: 1.895 -2.018 6.874
H: -0.622 -2.832 6.294
H: 0.554 -2.833 4.979
H: -1.532 -0.689 5.633
H: -1.198 -1.392 4.056
Br: -3.875 4.201 2.120
C: -2.607 5.537 1.697
C: -3.067 6.842 1.606
C: -2.185 7.872 1.312
C: -0.841 7.605 1.107
C: -0.372 6.304 1.194
C: -1.254 5.274 1.491
I: -0.433 3.352 1.681
H: -4.117 7.046 1.769
H: -2.557 8.887 1.246
H: -0.150 8.409 0.880
H: 0.677 6.093 1.033
N: -0.179 0.530 -2.831
C: -0.133 0.395 -1.686
H: -0.224 0.664 -3.826